Record 1
{
  "formula": "C27H29F2N3PSbSe6Ti",
  "method": "ωB97M-V/def2-TZVPD",
  "elements": ["Ti", "Se", "Se", "C", "C", "C", "C", "C", "N", "C", "C", "C", "C", "C", "N", "H", "H", "H", "H", "H", "H", "H", "H", "F", "C", "C", "C", "C", "C", "F", "C", "C", "C", "C", "C", "C", "N", "H", "H", "H", "H", "H", "H", "Se", "Sb", "Se", "Se", "Se", "C", "C", "P", "C", "C", "C", "C", "H", "H", "H", "H", "H", "H", "H", "H", "H", "H", "H", "H", "H", "H", "H"],
  "coordinates": [[0.35921, -0.26816, -0.52195], [-2.31665, -1.93660, -0.40159], [1.35865, -2.55755, 0.30588], [0.46302, -3.38449, 1.78186], [-0.60984, -4.26136, 1.56492], [-1.21699, -4.86933, 2.64388], [-0.74073, -4.60604, 3.92437], [0.33584, -3.74559, 4.04298], [0.93218, -3.14767, 3.01193], [-1.82995, -1.59553, -2.17460], [-2.54947, -2.08021, -3.27744], [-2.15986, -1.72749, -4.54844], [-1.05460, -0.89595, -4.72257], [-0.36918, -0.48112, -3.60573], [-0.73925, -0.83218, -2.35830], [-0.96202, -4.41584, 0.55569], [-2.05845, -5.53582, 2.49186], [-1.18662, -5.05510, 4.80279], [0.74526, -3.51488, 5.02314], [-3.40746, -2.71194, -3.09594], [-2.71576, -2.08977, -5.40626], [-0.71708, -0.56877, -5.69543], [0.49128, 0.17077, -3.69190], [-2.04442, 3.95715, -3.08350], [-1.15558, 3.55309, -2.14644], [-1.00093, 2.20857, -1.90149], [-0.09396, 1.77876, -0.93339], [0.64463, 2.74196, -0.21834], [0.43855, 4.08839, -0.50862], [1.06783, 5.05909, 0.19396], [-0.44976, 4.52277, -1.46614], [1.53327, 2.23434, 0.83246], [2.35939, 3.02024, 1.64064], [3.08627, 2.42820, 2.64925], [2.98620, 1.05813, 2.84472], [2.18338, 0.33064, 1.99387], [1.47628, 0.89738, 1.00482], [-1.59350, 1.51463, -2.48198], [-0.56114, 5.57413, -1.68458], [2.44104, 4.07425, 1.44662], [3.73918, 3.03067, 3.26874], [3.53615, 0.54653, 3.62242], [2.09939, -0.74377, 2.08571], [1.50611, 2.54281, -4.63927], [3.36455, 1.97051, -3.20507], [2.36539, -0.20118, -1.76695], [3.92849, 3.58356, -1.50115], [5.18930, 0.76261, -4.21130], [-2.58273, -0.85380, 3.98806], [-1.49338, -0.89151, 2.91988], [-1.42578, 0.49223, 1.70328], [-3.22158, 0.85088, 1.46494], [-3.52899, 1.68726, 0.22878], [-0.94956, 1.86137, 2.87368], [-1.36544, 3.27594, 2.47697], [-2.43803, -1.67170, 4.69787], [-3.57406, -0.97245, 3.54812], [-2.58286, 0.07923, 4.55569], [-1.57568, -1.81261, 2.34296], [-0.50164, -0.91563, 3.38036], [-3.60444, 1.32373, 2.37511], [-3.71426, -0.11771, 1.36691], [-2.96541, 2.62050, 0.20356], [-4.59425, 1.92779, 0.18047], [-3.26594, 1.12442, -0.66682], [0.13377, 1.81303, 2.99451], [-1.37612, 1.62448, 3.85215], [-0.93355, 3.57413, 1.52145], [-1.03345, 3.99233, 3.23199], [-2.44969, 3.36573, 2.39199]],
  "mulliken_charge": [-0.74, -0.25, -0.50, 0.29, -0.54, -0.35, -0.52, -0.27, -0.43, 0.22, -0.89, -0.20, -1.05, -0.19, 0.76, 0.52, 0.40, 0.38, 0.38, 0.40, 0.37, 0.48, 0.10, -0.43, 0.44, -0.62, 1.26, -0.74, 1.69, -0.43, -1.19, 0.21, -0.84, -0.73, -0.91, -0.38, 1.47, 0.43, 0.47, 0.67, 0.41, 0.45, 0.02, -0.67, 0.65, -0.37, -0.62, -0.70, -1.69, -0.32, 1.48, -0.95, -1.08, -0.73, -1.14, 0.45, 0.28, 0.29, -0.28, 0.37, 0.51, 0.56, 0.15, 0.51, 0.03, 0.16, 0.69, 0.03, 0.41, 0.35],
  "homo_lumo_gap_ha": 0.2057,
  "relative_energy_kcal_mol": 8.4,
  "total_charge": -2
}

=====

Record 2
{
  "formula": "C27H29N3O2",
  "method": "ωB97M-V/def2-TZVPD",
  "elements": ["N", "C", "C", "C", "C", "C", "C", "C", "H", "H", "O", "C", "C", "O", "H", "C", "N", "C", "C", "N", "C", "C", "H", "H", "H", "H", "C", "C", "C", "C", "C", "C", "C", "H", "H", "H", "H", "H", "C", "C", "C", "C", "C", "C", "H", "H", "H", "H", "H", "H", "H", "H", "H", "H", "H", "H", "H", "H", "H", "H", "H"],
  "coordinates": [[-7.00602, -4.14462, -0.48294], [-6.28359, -3.19609, -0.45635], [-5.51300, -1.91790, -0.33854], [-5.98412, -1.07119, 0.59910], [-5.26146, -0.07372, 0.60854], [-4.20690, 0.21947, 0.02007], [-3.87881, -0.78528, -0.80252], [-4.56645, -1.78509, -1.22793], [-4.31585, -2.52904, -1.92640], [-2.88150, -0.57058, -1.60224], [-3.54169, 1.66330, 0.20458], [-2.37326, 1.79072, -0.61227], [-1.69727, 2.85076, -0.11738], [-2.65594, 4.13601, -0.15975], [-3.53188, 3.70741, 0.01125], [-0.51896, 3.47509, -0.62076], [0.82584, 2.63709, -0.49102], [0.93799, 1.52882, -1.22737], [2.55054, 1.25268, -1.28257], [2.90706, 1.04755, 0.25120], [2.59188, 2.18184, 0.81077], [1.04458, 2.69824, 0.99926], [1.02526, 3.66253, 1.43089], [0.47948, 1.88355, 1.50616], [2.94411, 2.20926, 1.69629], [3.31797, 3.02416, 0.46502], [2.80826, -0.47469, 0.79309], [1.41966, -0.67810, 0.82567], [0.52068, -0.65421, 2.09655], [-0.67381, -1.10665, 2.11504], [-1.24073, -1.65074, 0.92648], [-0.50797, -2.02901, -0.27208], [0.85947, -1.50718, -0.18457], [1.40454, -1.87895, -1.10346], [-0.92259, -2.62240, -0.97361], [-2.22809, -1.91723, 1.06034], [-1.27492, -0.87613, 2.75508], [1.02032, -0.07315, 3.09824], [3.74898, -1.25514, 0.22041], [4.72924, -0.76284, -0.47491], [5.82121, -1.89488, -0.91322], [5.43984, -3.09237, -0.56185], [4.42268, -3.62075, 0.02027], [3.57457, -2.79306, 0.51859], [2.70021, -2.92298, 1.04273], [4.54919, -4.69011, 0.20865], [6.35955, -3.99767, -1.15250], [6.70365, -1.63171, -1.64002], [5.00689, 0.25238, -0.87275], [2.99641, -0.05362, 1.88039], [2.61464, 0.25745, -1.80625], [3.08039, 1.96352, -1.74966], [0.91632, 1.84975, -2.45192], [0.40220, 0.67580, -0.85828], [-0.17927, 4.47431, -0.30679], [-0.62203, 3.62194, -1.60727], [-1.52986, 2.86734, 1.00240], [-1.64633, 0.88788, -0.24640], [-2.42481, 1.85403, -1.56887], [-5.40689, 0.84983, 1.77191], [-6.84960, -1.26563, 1.15348]],
  "mulliken_charge": [-0.53, -0.52, 1.50, -1.05, 0.40, 0.01, 0.06, -0.99, 0.50, 0.04, -0.49, 0.60, 1.26, -0.69, 0.33, -2.78, 0.26, 0.19, -1.40, 0.21, -1.82, -0.18, 0.59, 0.02, 0.91, 0.41, 0.68, 1.14, -0.70, -1.11, -0.65, -1.19, -0.02, 0.14, 0.76, 0.74, 0.80, 0.05, -0.37, 0.11, -0.75, 0.03, -0.81, -0.68, 0.74, 0.35, 0.02, 0.27, 0.36, 0.15, 0.50, 0.49, 0.28, -0.17, 0.38, 0.63, -0.04, -0.39, 0.74, 0.09, 0.58],
  "homo_lumo_gap_ha": 0.2695,
  "relative_energy_kcal_mol": 565.3,
  "total_charge": 0
}

=====

Record 3
{
  "formula": "C27H29N5O8Pb",
  "method": "ωB97M-V/def2-TZVPD",
  "elements": ["Pb", "C", "N", "C", "C", "O", "C", "O", "C", "C", "O", "N", "C", "C", "H", "H", "H", "H", "H", "H", "H", "H", "H", "H", "H", "H", "H", "H", "H", "H", "O", "N", "O", "C", "C", "C", "C", "C", "C", "N", "C", "C", "N", "C", "C", "C", "C", "H", "H", "H", "H", "H", "H", "H", "O", "C", "C", "C", "C", "C", "C", "C", "O", "O", "H", "H", "H", "H", "H", "H"],
  "coordinates": [[-0.27139, 0.02069, 0.47890], [2.53571, -3.67211, 0.10660], [1.68321, -3.37651, 1.25130], [1.70021, -4.26511, 2.40530], [0.88801, -2.28621, 1.17640], [0.65971, -1.60421, -0.27220], [-0.05169, -1.88441, 2.41250], [-1.21829, -0.45071, 2.22060], [-2.27219, -1.08101, 1.99860], [-2.80269, -0.83051, 0.58050], [-1.93559, -0.83401, -0.27140], [-4.10419, -1.10541, 0.22640], [-5.07819, -1.65331, 1.16490], [-4.58739, -0.86711, -1.12750], [3.13401, -4.59551, 0.25610], [1.91211, -3.81421, -0.80170], [3.24291, -2.83181, -0.06320], [2.40981, -5.10821, 2.27160], [2.01151, -3.70461, 3.31130], [0.69301, -4.70441, 2.56440], [-0.61509, -2.81251, 2.68100], [0.60771, -1.70111, 3.29200], [-2.48969, -2.14551, 2.23260], [-2.85899, -0.47161, 2.70990], [-4.68549, -1.80871, 2.18550], [-5.94159, -0.96091, 1.24930], [-5.44219, -2.63481, 0.79230], [-3.81009, -0.45121, -1.80210], [-4.94269, -1.82071, -1.57160], [-5.43209, -0.14561, -1.10170], [6.98011, 1.77389, -0.24070], [6.08651, 1.32739, -0.97260], [6.21321, 1.13519, -2.18940], [4.81701, 0.95729, -0.33090], [4.90741, 0.50299, 0.98940], [3.75391, 0.12459, 1.67260], [3.83411, -0.32171, 3.00030], [2.68371, -0.69791, 3.67690], [1.48851, -0.61491, 2.99860], [1.38291, -0.18911, 1.72230], [2.49321, 0.18439, 1.04060], [2.40481, 0.63569, -0.28740], [1.18161, 0.67419, -0.86520], [1.03711, 1.11039, -2.12970], [2.08731, 1.54689, -2.89520], [3.35341, 1.52159, -2.32360], [3.56471, 1.04529, -0.99890], [5.87371, 0.44209, 1.48930], [4.79021, -0.37721, 3.51600], [2.71911, -1.04491, 4.70310], [0.55051, -0.89451, 3.46990], [0.02041, 1.09899, -2.51100], [1.93211, 1.89649, -3.90960], [4.17131, 1.88189, -2.94250], [-2.61539, 0.89379, -2.81410], [-2.82379, 2.24949, -2.85160], [-3.60099, 2.73799, -3.90080], [-3.85279, 4.10559, -3.99940], [-3.32589, 4.97829, -3.04840], [-2.54719, 4.48189, -1.99900], [-2.28199, 3.10659, -1.88160], [-1.44029, 2.57849, -0.74490], [-0.97929, 3.41029, 0.09570], [-1.26289, 1.31399, -0.72970], [-2.04919, 0.74359, -2.00660], [-4.00469, 2.04759, -4.63390], [-4.45759, 4.48789, -4.81520], [-3.51669, 6.04479, -3.11710], [-2.13619, 5.16459, -1.25660], [-0.37079, 1.53729, 1.46430]],
  "mulliken_charge": [2.32, -0.58, 0.36, -0.69, 0.29, -0.77, -1.18, -0.38, -1.01, 0.63, -0.67, 0.20, -1.00, -0.96, 0.35, 0.29, 0.23, 0.35, 0.32, 0.30, 0.81, 0.39, 0.48, 0.68, 0.37, 0.34, 0.34, 0.35, 0.34, 0.34, -0.51, 0.91, -0.52, 0.10, -1.32, 0.99, -0.24, -1.54, 0.24, -0.07, -0.40, 0.68, -0.25, 0.03, -1.31, -0.49, 0.18, 0.55, 0.52, 0.59, 0.22, 0.56, 0.52, 0.54, -0.83, 0.50, -0.64, -0.45, -0.70, -0.81, 0.39, 0.73, -0.74, -0.20, 0.28, 0.47, 0.42, 0.42, 0.48, -0.10],
  "homo_lumo_gap_ha": [0.1468, 0.1468],
  "total_charge": 2
}